1.
Density functional theory data (ωB97M-V/def2-TZVPD) for C4H11N4 as an isolated structure at a distorted geometry.

```
19
Properties=species:S:1:pos:R:3:mulliken_charge:R:1
C -0.0376 0.8045 0.0141 -0.057
C 1.2009 -0.0159 -0.5543 0.636
C 2.3992 0.4581 0.3365 -1.150
C -2.3060 0.2474 -0.3061 -0.832
N 0.1317 2.0203 0.2771 -0.522
N 1.0073 -1.3740 -0.1881 -0.464
N -1.1301 -0.0815 0.4556 0.101
N -0.7988 -1.4043 0.3891 -0.246
H 1.1768 0.3133 -1.5613 0.362
H 2.5306 -0.4156 0.9610 0.363
H 2.0924 1.3726 0.7783 0.345
H 3.1857 0.5778 -0.3700 0.333
H -2.8248 -0.7013 -0.6454 0.297
H -3.1193 0.5769 0.4129 0.313
H -2.3283 0.9699 -1.1489 0.309
H -0.3444 2.5666 0.9605 0.250
H 1.1031 -2.1554 -0.8939 0.295
H -1.3781 -1.8716 -0.2209 0.311
H -0.5604 -1.8878 1.3036 0.357
```

Results
E_HOMO = -0.5273 Ha
Largest force on an atom = 4.78 eV Å⁻¹
Spin multiplicity = 1
Charge = +1
LUMO energy = -0.185 Eh
Energy above the lowest of the compared OMol25 structures with the same formula, charge and spin = 5.924 eV
Total energy = -377.60904 Ha
Kohn-Sham gap = 9.3 eV

---

2.
Density functional theory data (ωB97M-V/def2-TZVPD) for one molecule with the formula C8H12ClP at a distorted geometry.

```
22
Properties=species:S:1:pos:R:3:mulliken_charge:R:1
C -0.7149 1.7004 -2.3592 -1.196
C -0.4034 0.5353 -1.4772 0.272
P -0.0669 -1.0801 -1.9081 -0.288
C 0.3707 -1.5182 -0.2595 0.359
C 0.6535 -2.9085 0.1512 -1.100
C 0.5585 -0.2755 0.6363 -0.371
C 0.9859 -0.3825 2.0503 -1.414
C -0.0611 0.8233 -0.0845 1.225
C -1.3345 1.4101 0.6402 -1.497
Cl 1.2541 2.1190 0.0852 -0.179
H -0.7828 1.3839 -3.4322 0.352
H 0.0861 2.4104 -2.1257 0.318
H -1.5969 2.2548 -2.1863 0.316
H -0.1863 -3.4709 0.5523 0.238
H 1.4530 -2.9600 0.8397 0.387
H 1.1052 -3.3486 -0.7945 0.342
H 1.8839 -1.0390 1.9325 0.362
H 0.2257 -0.9008 2.6989 0.226
H 1.1588 0.6154 2.4403 0.426
H -1.9157 0.6010 0.7983 0.455
H -1.7939 2.2650 0.2189 0.418
H -0.8790 1.7654 1.5832 0.349
```

Results
E_HOMO = -0.2860 Ha
Structure (SMILES) = CC1=PC(C)=C(C)[C@@]1(C)Cl
Largest force on an atom = 8.09 eV Å⁻¹
Spin multiplicity = 1
LUMO energy = -0.012 Eh
Energy above the lowest of the compared OMol25 structures with the same formula, charge and spin = 1.456 eV
Total energy = -1113.48115 Ha
Kohn-Sham gap = 7.5 eV

---

3.
Density functional theory data (ωB97M-V/def2-TZVPD) for C5H7N2O4 as an isolated structure at a distorted geometry.

```
18
Properties=species:S:1:pos:R:3:mulliken_charge:R:1
C -0.9436 0.2837 -0.4239 -0.133
C -2.2954 0.2638 -0.1980 0.518
C -0.4263 -1.0277 -0.1212 0.737
C -3.2494 1.3233 -0.4312 -1.308
C 4.0079 0.0649 0.7577 -0.532
N -2.6205 -1.0497 0.0361 -0.057
N 1.9539 -0.1224 -0.3786 0.687
O 0.7717 -1.3918 0.0624 -0.429
O 2.4805 -0.1673 -1.4403 -0.384
O -1.4503 -1.8055 0.1335 -0.195
O 2.5744 -0.0867 0.7716 -0.148
H -2.7707 2.3222 -0.0979 0.320
H -4.1692 1.0256 -0.1549 0.415
H -3.3795 1.6058 -1.4241 0.348
H 4.2918 -0.9927 1.0753 0.278
H 4.2893 0.9838 1.4348 0.242
H 4.2684 0.2135 -0.2416 0.336
H -3.3331 -1.4429 0.6404 0.304
```

Results
Expectation value of S² = 2.02
E_HOMO (spin up / spin down) = -0.5240 / -0.5046 Ha
Largest force on an atom = 4.20 eV Å⁻¹
Spin multiplicity = 3
Charge = +1
LUMO energy (spin up / spin down) = -0.150 / -0.237 Eh
Energy above the lowest of the compared OMol25 structures with the same formula, charge and spin = 0.593 eV
Total energy = -604.57037 Ha
Kohn-Sham gap (spin up / spin down) = 10.2 / 7.3 eV

---

4.
Density functional theory data (ωB97M-V/def2-TZVPD) for a 2-piece molecular cluster, C3H9O2S2 overall at a distorted geometry.

```
16
Properties=species:S:1:pos:R:3:mulliken_charge:R:1
C -0.8421 0.3180 0.5783 -0.444
C -1.3813 -1.1355 0.4848 -0.434
O -0.5817 -2.0727 -0.2279 -0.497
C -0.6099 0.8974 -0.8079 -0.860
S 0.2698 2.5469 -0.9314 -0.159
S 2.2360 2.4504 -0.2724 -0.654
H -1.6340 0.8236 1.1399 0.345
H 0.1022 0.2631 1.2040 0.271
H -2.3715 -1.1727 0.0178 0.321
H -1.5922 -1.4073 1.5241 0.251
H -0.0889 0.1684 -1.4348 0.327
H -1.6039 1.0748 -1.2671 0.327
H 2.0953 0.1147 -0.2368 0.136
H 3.2851 -0.4076 0.3184 0.364
H 0.3154 -1.7072 -0.2127 0.350
O 2.4016 -0.7544 0.1235 -0.642
```

Results
E_HOMO = -0.0968 Ha
Largest force on an atom = 1.50 eV Å⁻¹
Spin multiplicity = 1
Charge = -1
LUMO energy = 0.132 Eh
Energy above the lowest of the compared OMol25 structures with the same formula, charge and spin = 0.037 eV
Total energy = -1066.60891 Ha
Kohn-Sham gap = 6.2 eV

---

5.
Density functional theory data (ωB97M-V/def2-TZVPD) for a 2-piece molecular cluster, C7H19PSi overall at a distorted geometry.

```
28
Properties=species:S:1:pos:R:3:mulliken_charge:R:1
C 0.9324 0.9008 1.0761 -1.341
C 0.5087 0.4287 -0.3252 -0.604
Si -1.2816 -0.2127 -0.5470 0.244
C -1.4637 -1.7557 0.5577 -0.815
C -0.7537 -2.9856 -0.1542 -1.056
P -2.7402 1.2086 0.3422 0.004
C -2.7794 2.7452 -0.6838 -0.856
H -0.0098 0.9986 1.7057 0.414
H 1.5461 0.2534 1.5784 0.278
H 1.4340 1.7680 0.8693 0.377
H 1.0907 -0.3917 -0.7228 0.149
H 0.7067 1.0994 -1.0878 0.671
H -0.9056 -0.6339 -1.9558 -0.191
H -1.0356 -1.7328 1.4490 0.545
H -2.4980 -1.9891 0.6363 0.431
H -1.3858 -3.3179 -1.0919 0.256
H 0.2426 -2.6894 -0.4075 0.270
H -0.6785 -3.8151 0.5831 0.339
H -3.8679 0.5292 -0.0880 -0.012
H -2.7796 3.7622 -0.3283 0.348
H -3.7476 2.5522 -1.3799 0.262
H -1.8775 2.7044 -1.3414 0.232
C 4.2512 0.5272 0.7108 -0.562
C 3.7636 -0.4096 -0.1299 -0.375
H 4.9706 1.2253 0.5294 0.324
H 3.7102 0.7550 1.6423 0.168
H 2.9130 -0.9794 0.3449 0.180
H 4.2030 -0.6388 -1.0216 0.322
```

Results
E_HOMO = -0.3216 Ha
Structure (SMILES) = CC[SiH](CC)PC.C=C
Largest force on an atom = 5.52 eV Å⁻¹
Spin multiplicity = 1
LUMO energy = 0.031 Eh
Energy above the lowest of the compared OMol25 structures with the same formula, charge and spin = 0.891 eV
Total energy = -908.82567 Ha
Kohn-Sham gap = 9.6 eV

---

Question: The highest spin multiplicity belongs to which entry?
Answer: C5H7N2O4

---

Question: What is the formula in the fourth record?
Answer: C3H9O2S2

---

Question: The highest largest force on an atom belongs to which entry?
Answer: C8H12ClP

---

Question: Which formula does entry 2 have?
Answer: C8H12ClP